1.
A molecular structure, C3H6N2O at a distorted geometry. Source: the OMol25 dataset; level of theory: ωB97M-V/def2-TZVPD.

Cartesian coordinates (Å):
C  0.34633  0.83475  0.00543
C  -1.25450  0.31281  -0.03219
C  -0.53299  -1.11776  0.08233
H  0.85326  1.02039  0.97269
H  0.67633  1.95899  -0.46707
H  -2.32841  0.57828  0.42554
H  -1.31022  0.71673  -1.31251
H  -1.16362  -1.82690  -0.39630
H  -0.57979  -1.34579  1.23185
N  1.98085  -0.82275  -0.16157
N  0.64489  -0.49975  -0.42126
O  2.66787  0.19102  0.07306

Summary:
LUMO energy = 0.0099 Eh
net charge = 0
HOMO = -9.7535 eV
multiplicity = 1
HOMO-LUMO gap = 0.368 Eh
relative energy (zero: lowest compared OMol25 entry of this formula, charge and spin) = 160.3 kcal per mole

2.
10 unconnected molecules or ions with the total composition C52H58N10O12 at a distorted geometry. Source: the OMol25 dataset; level of theory: ωB97M-V/def2-TZVPD.

Cartesian coordinates (Å):
O  1.77269  -2.92261  0.92148
N  1.93957  -4.12653  0.96938
O  1.08896  -4.95029  0.82765
C  3.41103  -4.58499  1.22637
C  4.39842  -3.66368  1.28895
C  5.67671  -4.07841  1.52997
C  6.00383  -5.37961  1.82932
C  4.94470  -6.25338  1.93121
C  3.62740  -5.88897  1.58416
H  4.03535  -2.66732  1.14033
H  6.42593  -3.31214  1.63953
H  7.05937  -5.70633  2.00120
H  5.07879  -7.27145  2.22501
H  2.80261  -6.59099  1.62800
O  -2.48964  3.29294  -1.72697
N  -3.02456  3.21819  -2.85295
O  -4.24260  2.87922  -2.99048
C  -2.26043  3.57206  -4.06092
C  -1.18414  4.48075  -3.93398
C  -0.46516  4.88809  -5.06171
C  -0.76834  4.43022  -6.29160
C  -1.85355  3.56233  -6.40119
C  -2.62869  3.17192  -5.34935
H  -0.88227  4.89004  -3.01913
H  0.27972  5.61914  -4.90581
H  -0.31491  4.63287  -7.25747
H  -2.17788  3.21988  -7.36204
H  -3.55433  2.55578  -5.49700
O  -1.13789  3.58316  3.61950
N  -1.69687  3.35734  2.57368
O  -1.60014  4.08283  1.56208
C  -2.55671  2.15924  2.46986
C  -3.31111  1.90912  1.31560
C  -4.21479  0.86120  1.29489
C  -4.35252  0.00022  2.37316
C  -3.54781  0.21589  3.48348
C  -2.62937  1.26839  3.54643
H  -3.17535  2.61032  0.48351
H  -4.84043  0.79570  0.43889
H  -5.06143  -0.78488  2.31355
H  -3.68481  -0.37780  4.36431
H  -2.01170  1.34957  4.44210
O  3.28082  -1.77917  -1.85523
N  3.38169  -0.78622  -2.55636
O  4.39472  -0.11934  -2.66588
C  2.14787  -0.31066  -3.28307
C  0.91084  -1.02011  -3.23342
C  -0.19106  -0.44787  -3.87934
C  -0.10523  0.73805  -4.59061
C  1.11367  1.41267  -4.64859
C  2.22852  0.90593  -3.97238
H  0.79980  -1.92205  -2.68064
H  -1.11730  -0.98173  -3.72504
H  -0.96663  1.13442  -5.07732
H  1.20758  2.37371  -5.18902
H  3.09365  1.48901  -4.05042
O  4.11697  -0.21807  2.03177
N  4.70304  0.80420  2.34818
O  4.94900  1.01005  3.55347
C  5.02836  1.79261  1.28996
C  5.32790  3.10967  1.68346
C  5.74289  4.01244  0.63921
C  5.82336  3.62356  -0.67460
C  5.42935  2.30594  -0.99722
C  5.07537  1.37731  -0.01607
H  5.39565  3.30372  2.70359
H  6.15549  4.95381  0.93287
H  6.15679  4.29361  -1.44295
H  5.42405  1.89301  -2.00664
H  4.73579  0.39698  -0.22474
O  -1.60760  -3.18057  3.14626
N  -2.72997  -3.68523  3.31224
O  -3.39841  -3.59073  4.32169
C  -3.23999  -4.43760  2.15726
C  -4.52573  -4.99505  2.27872
C  -5.02666  -5.69380  1.21452
C  -4.35993  -5.70168  0.00391
C  -3.11870  -5.18164  -0.08674
C  -2.54122  -4.46487  0.98448
H  -5.04636  -4.85704  3.18542
H  -6.03201  -6.16612  1.33817
H  -4.81155  -6.18686  -0.84649
H  -2.53090  -5.16300  -0.97759
H  -1.59378  -3.99270  0.86432
C  2.76886  -1.73235  4.99471
C  1.63908  -1.24357  4.05544
C  1.34636  0.26781  4.46876
C  0.52737  0.32619  5.68777
N  -0.28415  0.42261  6.52598
H  3.71126  -1.24148  4.78263
H  2.88378  -2.77988  4.81057
H  2.58015  -1.56663  6.06343
H  0.71576  -1.84492  4.13978
H  1.85280  -1.18841  3.01012
H  0.67649  0.74740  3.74722
H  2.31473  0.81349  4.44361
C  -4.41745  -0.67911  -2.57747
C  -5.16029  -1.64096  -1.67535
C  -6.25252  -2.40857  -2.43129
C  -7.13044  -3.11400  -1.46821
N  -7.79291  -3.63697  -0.73855
H  -3.81504  -0.00339  -1.95812
H  -5.16686  -0.15790  -3.22547
H  -3.65995  -1.24984  -3.16223
H  -5.68272  -0.94310  -0.95187
H  -4.55694  -2.33495  -1.09889
H  -5.81146  -3.07642  -3.20756
H  -6.91579  -1.74867  -2.94312
C  0.06916  1.15552  -0.33073
C  0.34097  0.09593  0.80522
C  -0.75138  -0.96018  0.93742
C  -1.18653  -1.54388  -0.32724
N  -1.44816  -1.91654  -1.39490
H  -0.49957  1.98053  0.09038
H  -0.50324  0.73144  -1.18170
H  0.97106  1.60002  -0.71189
H  0.35368  0.63363  1.74577
H  1.24492  -0.46820  0.76584
H  -1.61572  -0.51272  1.42475
H  -0.53456  -1.70930  1.72939
C  2.07776  4.41712  -1.40103
C  0.76883  4.93741  -0.72458
C  1.00266  5.29646  0.74932
C  1.38411  4.15531  1.50001
N  1.82627  3.19267  1.94655
H  1.92223  4.21163  -2.49303
H  2.48776  3.56401  -0.81053
H  2.84178  5.21484  -1.37923
H  -0.06138  4.21972  -0.82276
H  0.40898  5.85749  -1.19943
H  0.19743  5.70796  1.32792
H  1.77500  6.05714  0.84048

Summary:
LUMO energy = -0.0486 Eh
net charge = 0
HOMO = -9.8304 eV
SMILES = O=[N+]([O-])c1ccccc1.O=[N+]([O-])c1ccccc1.O=[N+]([O-])c1ccccc1.O=[N+]([O-])c1ccccc1.O=[N+]([O-])c1ccccc1.O=[N+]([O-])c1ccccc1.CCCC#N.CCCC#N.CCCC#N.CCCC#N
multiplicity = 1
HOMO-LUMO gap = 0.313 Eh